Record 1
DFT (wB97M-V/def2-TZVPD) results for a structure of composition C37H79N9O23S4.

Summary:
multiplicity: 1
E_LUMO: 0.00581 hartree
frontier orbital gap: 8.875 eV

Structure (XYZ):
```
152
C37H79N9O23S4, DFT wB97M-V/def2-TZVPD
C 2.952 -18.654 -5.715
O 2.551 -19.791 -5.558
N 3.401 -18.080 -6.816
C 4.010 -16.801 -6.738
C 3.407 -18.948 -7.990
H 3.080 -17.931 -4.878
H 3.674 -16.288 -5.855
H 3.545 -16.191 -7.499
H 5.080 -16.692 -6.771
H 2.735 -19.774 -7.736
H 3.059 -18.486 -8.872
H 4.429 -19.444 -8.119
C 6.529 -21.735 -8.371
O 5.717 -21.587 -7.459
N 7.645 -20.913 -8.596
C 8.024 -19.856 -7.644
C 8.350 -21.107 -9.795
H 6.390 -22.445 -9.192
H 7.686 -20.043 -6.641
H 7.724 -18.893 -7.984
H 9.105 -19.639 -7.633
H 8.219 -20.255 -10.406
H 9.385 -21.169 -9.603
H 7.990 -22.025 -10.347
C 5.829 -24.624 -11.065
O 6.691 -23.858 -10.757
N 5.883 -25.506 -12.095
C 4.866 -26.561 -12.228
C 7.141 -25.700 -12.794
H 4.841 -24.615 -10.554
H 3.967 -26.258 -11.660
H 5.330 -27.408 -11.811
H 4.656 -26.756 -13.283
H 7.978 -25.121 -12.298
H 7.309 -26.788 -12.877
H 7.031 -25.322 -13.809
C 5.007 -24.943 -5.730
O 3.911 -24.752 -5.212
N 5.593 -26.161 -5.847
C 4.933 -27.446 -5.447
C 6.937 -26.272 -6.379
H 5.614 -24.094 -6.140
H 4.282 -27.258 -4.582
H 5.644 -28.205 -5.232
H 4.332 -27.848 -6.279
H 7.015 -27.020 -7.109
H 7.273 -25.324 -6.897
H 7.618 -26.545 -5.566
C -1.525 -25.383 -10.601
O -2.031 -26.190 -9.882
N -2.130 -24.134 -10.927
C -1.437 -23.380 -11.907
C -3.487 -23.831 -10.549
H -0.521 -25.564 -11.087
H -1.825 -23.540 -12.969
H -0.350 -23.570 -11.852
H -1.431 -22.327 -11.556
H -3.558 -22.797 -10.097
H -4.189 -23.862 -11.373
H -3.698 -24.462 -9.716
C 5.027 -21.286 -11.781
O 4.372 -21.073 -10.760
N 4.590 -21.864 -12.864
C 5.396 -21.961 -14.094
C 3.278 -22.636 -12.987
H 6.046 -21.023 -11.907
H 4.900 -21.436 -14.878
H 5.509 -23.001 -14.413
H 6.321 -21.502 -13.908
H 3.502 -23.602 -13.434
H 2.809 -22.670 -12.050
H 2.579 -22.081 -13.666
C -0.857 -20.835 -2.371
O -0.639 -20.911 -1.151
N -0.556 -19.789 -3.237
C -0.722 -20.036 -4.623
C 0.244 -18.657 -2.862
H -1.443 -21.717 -2.866
H -1.497 -19.353 -5.062
H -1.185 -21.003 -4.722
H 0.228 -20.056 -5.162
H -0.448 -17.868 -2.537
H 0.882 -18.981 -2.058
H 0.808 -18.349 -3.710
C 0.726 -29.778 -6.259
C 1.431 -28.565 -6.736
C 0.711 -28.118 -8.088
C 1.452 -27.115 -8.872
N 2.101 -26.419 -9.523
H 1.039 -30.108 -5.279
H 0.751 -30.659 -6.927
H -0.343 -29.485 -6.120
H 2.493 -28.787 -6.958
H 1.494 -27.726 -6.059
H -0.281 -27.687 -7.919
H 0.475 -28.896 -8.824
C 1.312 -24.526 -3.597
C 0.765 -25.804 -4.254
C -0.265 -26.385 -3.347
C -1.103 -27.434 -3.910
N -1.645 -28.278 -4.468
H 0.594 -23.665 -3.603
H 2.181 -24.182 -4.133
H 1.521 -24.704 -2.545
H 1.610 -26.458 -4.296
H 0.428 -25.631 -5.286
H -1.026 -25.618 -3.066
H 0.027 -26.800 -2.396
C 4.955 -21.315 -3.636
C 4.082 -22.048 -2.484
O 5.008 -23.036 -1.850
S 6.480 -22.588 -2.216
O 7.364 -23.711 -2.416
O 6.824 -21.458 -1.416
O 6.145 -22.088 -3.707
H 5.152 -20.321 -3.210
H 4.567 -21.335 -4.625
H 3.274 -22.723 -2.921
H 3.718 -21.353 -1.730
C 1.395 -18.948 -11.786
C 0.908 -20.205 -10.998
O -0.076 -20.706 -11.881
S 0.054 -20.233 -13.360
O -0.942 -19.225 -13.677
O 0.270 -21.358 -14.239
O 1.445 -19.462 -13.123
H 2.385 -18.562 -11.515
H 0.688 -18.108 -11.692
H 0.387 -19.826 -10.159
H 1.689 -20.916 -10.743
C -4.077 -26.311 -6.375
C -2.647 -25.765 -6.823
O -2.350 -24.723 -5.898
S -3.751 -23.881 -5.744
O -4.060 -23.182 -7.001
O -3.722 -23.149 -4.538
O -4.684 -25.189 -5.556
H -4.111 -27.164 -5.639
H -4.699 -26.404 -7.243
H -2.758 -25.383 -7.864
H -1.847 -26.473 -6.763
C 2.859 -23.120 -8.522
C 2.477 -22.596 -7.141
O 1.065 -22.202 -7.331
S 0.466 -23.003 -8.458
O -0.572 -22.363 -9.159
O 0.380 -24.318 -8.014
O 1.736 -22.947 -9.434
H 3.159 -24.131 -8.551
H 3.624 -22.554 -9.036
H 2.920 -21.671 -6.840
H 2.482 -23.423 -6.381
```

Record 2
DFT (wB97M-V/def2-TZVPD) results for a structure of composition C37H80F8N9O19PbS8.

Summary:
net charge: +3
multiplicity: 1
E_LUMO: -0.32569 hartree
frontier orbital gap: 6.751 eV

Structure (XYZ):
```
162
C37H80F8N9O19PbS8, DFT wB97M-V/def2-TZVPD
Pb -0.135 0.598 0.373
C 4.047 -0.058 -3.704
C 5.296 0.686 -4.047
O 5.962 1.095 -3.118
N 5.755 0.797 -5.530
H 6.056 -0.115 -5.841
H 5.009 1.090 -6.144
C 6.838 1.878 -5.779
H 3.607 0.550 -2.914
H 4.164 -1.055 -3.280
H 3.478 -0.221 -4.619
H 7.661 1.388 -5.259
H 6.327 2.776 -5.433
H 7.117 1.900 -6.833
C 4.768 0.483 7.899
C 4.232 0.343 6.464
C 3.418 -0.970 6.268
C 2.059 -1.090 7.011
C 1.195 0.015 6.398
C 1.722 1.404 6.617
N 3.201 1.410 6.133
O 3.805 2.659 5.991
C 1.670 1.713 8.138
C 1.019 2.463 5.805
C 5.408 0.380 5.442
H 3.989 0.234 8.619
H 5.045 1.478 8.248
H 5.552 -0.231 8.152
H 4.160 -1.729 6.514
H 3.213 -1.234 5.231
H 2.156 -1.041 8.096
H 1.588 -2.072 6.955
H 0.205 -0.042 6.851
H 0.917 -0.164 5.359
H 2.540 2.354 8.280
H 1.761 0.872 8.826
H 0.738 2.188 8.443
H 1.335 3.498 5.940
H -0.066 2.441 5.903
H 1.031 2.339 4.722
H 4.918 0.313 4.471
H 6.162 -0.399 5.552
H 5.985 1.299 5.543
C -7.003 -3.082 1.624
C -6.586 -2.682 0.115
C -7.653 -3.379 -0.740
C -7.523 -2.972 -2.166
C -7.798 -1.447 -2.257
C -6.817 -0.459 -1.409
N -6.700 -1.166 -0.006
O -6.084 -0.385 0.962
C -7.390 0.977 -1.245
C -5.409 -0.542 -2.034
C -5.110 -3.166 -0.114
H -6.481 -2.592 2.446
H -6.909 -4.165 1.710
H -8.017 -2.779 1.883
H -8.655 -3.156 -0.374
H -7.502 -4.446 -0.578
H -8.318 -3.391 -2.783
H -6.593 -3.234 -2.670
H -8.837 -1.319 -1.954
H -7.748 -1.263 -3.330
H -8.372 1.115 -0.792
H -7.512 1.442 -2.223
H -6.683 1.641 -0.748
H -5.448 0.191 -2.840
H -5.054 -1.516 -2.371
H -4.681 0.034 -1.462
H -4.410 -2.485 0.370
H -4.814 -3.103 -1.161
H -5.031 -4.180 0.279
C 4.623 4.772 -4.239
C 3.375 5.440 -3.683
C 2.573 4.608 -2.662
N 1.142 5.137 -2.322
C 0.231 5.142 -3.578
C 0.590 4.186 -1.144
C 0.145 5.190 -0.063
C 1.213 6.254 -0.118
C 1.163 6.548 -1.672
H 5.501 5.056 -3.658
H 4.816 5.077 -5.267
H 4.522 3.688 -4.281
H 2.678 5.792 -4.444
H 3.579 6.366 -3.146
H 3.170 4.571 -1.751
H 2.408 3.568 -2.944
H 0.224 4.134 -3.993
H 0.610 5.810 -4.352
H -0.772 5.380 -3.226
H -0.230 3.641 -1.611
H 1.277 3.434 -0.757
H -0.857 5.578 -0.245
H -0.014 4.638 0.864
H 1.034 7.094 0.554
H 2.214 5.928 0.166
H 0.194 7.016 -1.841
H 1.920 7.232 -2.057
C 3.128 -4.364 -3.939
C 1.758 -5.019 -3.593
C 0.767 -4.266 -2.598
N -0.443 -5.126 -2.277
C -1.031 -5.666 -3.635
C -1.611 -4.439 -1.488
C -2.284 -5.526 -0.720
C -1.320 -6.726 -0.506
C -0.074 -6.259 -1.286
H 3.791 -4.974 -4.553
H 3.689 -4.192 -3.020
H 3.075 -3.352 -4.341
H 1.861 -6.092 -3.431
H 1.323 -4.974 -4.592
H 0.454 -3.287 -2.961
H 1.256 -4.068 -1.644
H -1.052 -4.713 -4.165
H -1.923 -6.200 -3.307
H -0.427 -6.446 -4.099
H -2.350 -3.905 -2.086
H -1.139 -3.760 -0.777
H -3.039 -5.998 -1.349
H -2.586 -5.152 0.259
H -1.690 -7.741 -0.650
H -1.085 -6.604 0.552
H 0.444 -7.092 -1.760
H 0.661 -5.829 -0.606
N -0.667 0.251 -1.979
S -1.734 -0.440 -2.715
O -1.336 -1.661 -3.351
O -2.878 0.296 -3.196
F -2.231 -1.050 -1.326
S 0.228 0.726 -3.365
O -0.415 1.799 -4.122
O 1.154 -0.197 -4.040
F 1.312 1.569 -2.524
N 2.097 1.445 0.826
S 2.798 2.211 1.887
O 3.471 3.446 1.531
O 3.204 1.477 3.101
F 1.337 2.764 2.426
S 3.551 1.031 0.050
O 4.645 0.305 0.689
O 3.853 1.962 -1.054
F 2.856 -0.178 -0.789
N -0.449 -1.320 1.735
S -1.482 -1.885 2.684
O -1.452 -1.461 4.084
O -2.074 -3.207 2.310
F -2.640 -0.877 2.099
S 0.710 -2.537 1.951
O 0.832 -3.402 0.786
O 1.026 -3.069 3.306
F 1.874 -1.477 1.745
N -1.800 2.329 1.155
S -2.390 2.600 2.560
O -3.762 2.097 2.905
O -1.961 3.821 3.208
F -1.388 1.515 3.254
S -3.169 3.059 0.422
O -3.603 4.429 0.809
O -4.247 2.116 0.165
F -2.520 3.288 -1.065
```

Record 3
DFT (wB97M-V/def2-TZVPD) results for a structure of composition C37H81BrF6FeN3OSbSi4.

Summary:
net charge: +1
multiplicity: 6
ΔE to the lowest compared entry with this formula, charge and spin: 6.8 kcal/mol
E_LUMO (spin up / spin down): -0.05626 / -0.11566 hartree
frontier orbital gap (spin up / spin down): 7.968 / 7.423 eV
⟨S²⟩: 8.761

Structure (XYZ):
```
135
C37H81BrF6FeN3OSbSi4, DFT wB97M-V/def2-TZVPD
Fe 0.454 0.226 0.315
C 3.064 0.405 -1.216
C 3.601 0.053 0.185
N 2.563 0.111 1.244
C 2.767 1.204 2.230
C 1.577 2.172 2.384
N 0.705 2.255 1.209
C 1.077 3.205 0.169
C 2.220 2.630 -0.645
N 1.884 1.269 -1.108
H 3.863 0.867 -1.806
H 2.753 -0.498 -1.735
H 4.035 -0.946 0.147
H 4.414 0.729 0.450
H 2.554 -0.772 1.737
H 2.974 0.775 3.210
H 3.662 1.758 1.947
H 0.952 1.836 3.203
H 1.962 3.161 2.658
H -0.245 2.406 1.522
H 0.212 3.337 -0.485
H 1.349 4.188 0.569
H 2.459 3.284 -1.486
H 3.120 2.569 -0.033
H 1.415 1.328 -2.008
C -1.133 -5.031 -1.208
C -0.018 -5.180 -2.253
C 0.334 -6.674 -2.373
C -0.598 -4.708 -3.595
Si 1.548 -4.182 -1.797
Br 0.652 -2.073 -1.278
C 2.454 -4.785 -0.226
C 1.465 -5.289 0.834
C 3.282 -3.669 0.427
C 3.396 -5.949 -0.586
C 2.709 -3.793 -3.271
C 4.037 -3.180 -2.804
C 3.021 -5.100 -4.025
C 2.100 -2.794 -4.266
H -2.037 -5.503 -1.605
H -1.369 -3.986 -1.001
H -0.900 -5.522 -0.266
H -0.566 -7.223 -2.669
H 0.671 -7.097 -1.426
H 1.097 -6.872 -3.127
H -1.524 -5.258 -3.789
H 0.072 -4.900 -4.434
H -0.846 -3.643 -3.584
H 0.713 -4.542 1.087
H 2.021 -5.525 1.747
H 0.956 -6.201 0.524
H 2.638 -2.852 0.754
H 4.052 -3.269 -0.232
H 3.783 -4.075 1.311
H 2.873 -6.780 -1.065
H 3.842 -6.336 0.335
H 4.215 -5.645 -1.238
H 4.640 -3.866 -2.210
H 3.883 -2.267 -2.222
H 4.627 -2.909 -3.685
H 3.412 -5.885 -3.376
H 3.782 -4.896 -4.785
H 2.145 -5.492 -4.543
H 2.009 -1.801 -3.827
H 1.118 -3.085 -4.635
H 2.769 -2.715 -5.130
C -2.688 -1.026 2.892
C -1.171 -0.893 2.731
O -0.817 -0.028 1.725
C -0.593 -2.298 2.471
F -1.231 -2.879 1.443
F -0.696 -3.117 3.525
F 0.721 -2.256 2.133
C -0.605 -0.357 4.072
F -0.903 0.953 4.195
F -1.106 -0.979 5.145
F 0.745 -0.458 4.141
H -3.117 -1.132 1.902
H -3.084 -0.123 3.352
H -2.959 -1.876 3.518
C -4.719 -3.495 -1.793
C -4.827 -2.634 -0.526
C -4.541 -3.489 0.713
C -6.244 -2.052 -0.419
C -3.872 -1.513 -0.642
C -3.226 -0.494 -0.734
H -5.389 -4.354 -1.717
H -3.701 -3.859 -1.932
H -5.000 -2.918 -2.677
H -5.255 -4.314 0.750
H -4.653 -2.905 1.626
H -3.535 -3.903 0.691
H -6.966 -2.864 -0.306
H -6.503 -1.482 -1.311
H -6.328 -1.394 0.448
C -5.260 0.820 -2.867
Si -3.461 1.021 -3.381
C -2.799 -0.503 -4.248
C -3.384 2.485 -4.547
Sb -1.998 1.124 -1.224
Si 1.048 2.607 -4.406
C 2.643 3.603 -4.284
C 1.426 0.759 -4.544
C 0.055 3.206 -5.882
Si -3.338 2.961 0.039
C -4.351 2.137 1.369
C -2.221 4.252 0.825
C -4.413 3.898 -1.174
H -5.670 -0.055 -3.380
H -5.836 1.689 -3.192
H -5.409 0.672 -1.799
H -3.495 -0.831 -5.025
H -2.654 -1.329 -3.549
H -1.842 -0.280 -4.727
H -4.280 2.425 -5.174
H -2.518 2.457 -5.205
H -3.406 3.452 -4.043
H 3.417 3.075 -3.723
H 2.493 4.581 -3.825
H 3.027 3.774 -5.295
H 2.454 0.544 -4.242
H 1.312 0.436 -5.583
H 0.755 0.139 -3.942
H -0.658 3.994 -5.638
H -0.491 2.382 -6.344
H 0.750 3.607 -6.626
H -3.701 1.777 2.168
H -4.927 1.292 0.991
H -5.042 2.871 1.794
H -1.650 3.891 1.683
H -2.880 5.041 1.198
H -1.537 4.718 0.112
H -5.126 3.266 -1.702
H -3.808 4.430 -1.911
H -4.981 4.647 -0.613
```

| no. | E_tot (a.u.) |
| --- | --- |
| 1 | -5273.1272 |
| 2 | -7555.9664 |
| 3 | -7533.0133 |